A 5-piece molecular cluster, C46H73FN7O4P2 overall, computed with ωB97M-V with the def2-TZVPD basis set.

Last column: Löwdin charge in e.
Element x y z (Å)
C 3.570 0.401 3.098  -0.12
C 2.369 0.464 4.189  -0.24
C 1.100 1.283 3.622  -0.24
C 1.289 2.879 3.633  -0.20
C -0.122 3.688 3.757  -0.21
C -1.345 2.937 3.054  -0.23
C -2.755 3.721 3.140  -0.20
C -3.370 3.848 1.659  -0.22
C -4.309 2.623 1.226  -0.20
C -3.713 1.173 1.556  -0.21
C -2.592 0.677 0.501  -0.21
C -3.185 -0.185 -0.715  -0.21
C -2.425 0.020 -2.112  -0.20
C -0.853 -0.307 -2.077  -0.20
C -0.432 -1.585 -2.997  -0.17
C 0.769 -1.238 -4.025  -0.19
C 2.239 -1.540 -3.449  -0.16
C 3.359 -0.459 -3.848  -0.12
N 2.871 0.947 -3.928  0.00
C 2.865 1.802 -5.107  -0.06
C 3.402 1.506 -6.591  -0.05
C 4.649 2.532 -6.815  -0.33
C 6.014 1.978 -6.157  -0.04
F 4.860 2.636 -8.232  -0.05
C 2.216 3.144 -4.712  -0.12
P 1.827 4.688 -5.711  0.65
O 0.299 4.864 -5.874  -0.33
O 2.398 6.073 -4.909  -0.17
O 2.435 4.607 -7.321  -0.18
N 1.934 2.941 -3.272  -0.14
P 1.144 4.140 -2.176  0.79
N -0.149 4.787 -2.872  -0.26
C 2.325 1.637 -2.781  -0.11
C 2.214 1.029 -1.317  -0.07
C 3.708 0.861 -0.683  -0.21
O 4.074 2.111 -0.009  -0.10
H 3.121 0.738 2.098  0.04
H 4.381 1.132 3.426  0.08
H 3.951 -0.672 3.011  0.07
H 2.002 -0.629 4.299  0.10
H 2.717 0.845 5.207  0.11
H 0.215 1.004 4.301  0.09
H 0.802 0.966 2.554  0.10
H 1.968 3.169 4.502  0.11
H 1.767 3.209 2.638  0.10
H 0.070 4.696 3.221  0.11
H -0.309 3.955 4.856  0.11
H -1.545 1.883 3.484  0.08
H -1.079 2.862 1.930  0.09
H -3.483 3.299 3.910  0.11
H -2.503 4.800 3.473  0.11
H -2.537 4.093 0.897  0.10
H -4.044 4.789 1.666  0.11
H -5.315 2.726 1.768  0.11
H -4.520 2.724 0.093  0.11
H -3.336 1.101 2.645  0.08
H -4.579 0.423 1.487  0.09
H -1.906 -0.036 1.103  0.11
H -1.893 1.535 0.160  0.10
H -4.288 0.139 -0.841  0.12
H -3.228 -1.307 -0.467  0.10
H -2.996 -0.561 -2.922  0.11
H -2.536 1.134 -2.395  0.11
H -0.490 -0.448 -0.993  0.10
H -0.308 0.631 -2.466  0.08
H -1.357 -1.784 -3.660  0.11
H -0.187 -2.517 -2.382  0.11
H 0.616 -1.899 -4.961  0.11
H 0.593 -0.165 -4.370  0.10
H 2.574 -2.537 -3.929  0.12
H 2.257 -1.751 -2.312  0.11
H 3.709 -0.738 -4.913  0.13
H 4.295 -0.589 -3.190  0.13
H 2.604 1.598 -7.397  0.14
H 3.866 0.458 -6.644  0.11
H 4.455 3.553 -6.310  0.12
H 6.054 2.353 -5.063  0.09
H 6.039 0.841 -6.226  0.08
H 6.876 2.497 -6.704  0.10
H 3.249 5.821 -4.478  0.07
H 1.910 5.324 -7.770  0.10
H 0.668 3.508 -0.962  0.03
H 2.108 5.159 -1.903  0.02
H -0.998 4.598 -2.318  -0.02
H 1.658 1.718 -0.598  0.10
H 1.733 -0.001 -1.266  0.10
H 4.491 0.673 -1.514  0.11
H 3.772 -0.051 0.012  0.13
H 4.932 2.350 -0.436  0.10
N -1.863 1.365 6.088  0.07
C -1.319 1.380 7.315  -0.15
C -1.943 0.868 8.441  -0.07
C -3.205 0.311 8.296  -0.08
C -3.792 0.284 7.039  -0.07
C -3.085 0.818 5.975  -0.15
H -0.333 1.829 7.378  0.10
H -1.455 0.905 9.407  0.10
H -3.726 -0.099 9.155  0.11
H -4.776 -0.143 6.890  0.10
H -3.500 0.817 4.972  0.09
N -4.534 -2.026 2.363  0.07
C -4.464 -2.409 3.648  -0.17
C -4.935 -3.625 4.117  -0.07
C -5.517 -4.497 3.209  -0.08
C -5.605 -4.126 1.875  -0.07
C -5.101 -2.890 1.505  -0.16
H -4.003 -1.692 4.320  0.08
H -4.848 -3.883 5.165  0.11
H -5.899 -5.458 3.538  0.11
H -6.054 -4.782 1.139  0.10
H -5.143 -2.555 0.473  0.09
N 0.427 -5.187 -5.162  0.05
C 0.657 -5.840 -6.313  -0.15
C 1.519 -6.918 -6.429  -0.07
C 2.190 -7.347 -5.293  -0.08
C 1.973 -6.689 -4.091  -0.08
C 1.087 -5.624 -4.078  -0.17
H 0.113 -5.465 -7.174  0.10
H 1.664 -7.408 -7.384  0.11
H 2.874 -8.187 -5.344  0.11
H 2.479 -6.997 -3.185  0.10
H 0.880 -5.079 -3.162  0.09
N -1.504 -3.018 4.638  0.06
C -1.289 -3.683 3.492  -0.15
C -0.433 -4.766 3.377  -0.07
C 0.246 -5.189 4.510  -0.08
C 0.044 -4.520 5.708  -0.07
C -0.836 -3.449 5.720  -0.15
H -1.841 -3.312 2.633  0.10
H -0.300 -5.266 2.425  0.10
H 0.926 -6.033 4.460  0.11
H 0.558 -4.822 6.612  0.10
H -1.030 -2.896 6.634  0.10

Values from the calculation:
Net charge   +1
HOMO   -10.928 eV
Orbital gap   7.34 eV
Max |F|   0.129 hartree/bohr
Energy   -88788.860 eV
2S+1   1